Entry 1:
The following is a DFT calculation (ωB97M-V with the def2-TZVPD basis set) of a structure of composition C21H35BO2P2Pb.

Its HOMO energy (spin up / spin down) is -14.08 / -13.82 eV. For the orbital gap (spin up / spin down), the calculation gives 0.199 / 0.184 Eh. Its charge is +2. The value obtained for the energy above the lowest of the compared OMol25 structures with the same formula, charge and spin is 2.97 kcal per mole. The total energy is -50922.2441 eV.

Last column: Mulliken charge in e.
Geometry (Å):
P: 2.81421 0.27172 -3.21821  1.127
P: 3.22872 -2.18897 -1.35787  0.856
C: 4.46800 -0.62953 -3.36765  -1.139
C: 4.35467 -2.07550 -2.87978  -1.165
H: 5.20266 -0.05868 -2.76874  0.483
H: 4.75566 -0.60301 -4.43373  0.542
H: 3.91950 -2.73142 -3.65782  0.473
H: 5.34732 -2.45976 -2.58249  0.525
C: 4.59989 -2.02796 -0.13705  -1.450
H: 4.22120 -2.30782 0.85298  0.400
H: 4.97349 -0.99720 -0.09428  0.363
H: 5.41052 -2.70784 -0.43555  0.504
C: 3.10158 -4.00793 -1.36926  -1.324
H: 4.10729 -4.44273 -1.41977  0.439
H: 2.50854 -4.33535 -2.23051  0.407
H: 2.59790 -4.32611 -0.45081  0.417
C: 3.48115 1.93557 -3.51386  -1.298
H: 2.64461 2.63419 -3.60727  0.428
H: 4.07472 1.92602 -4.43491  0.406
H: 4.10525 2.24054 -2.66749  0.401
C: 2.23257 -0.12022 -4.91480  -1.407
H: 1.92503 -1.17032 -4.99526  0.367
H: 3.05491 0.08545 -5.61383  0.478
H: 1.37277 0.51913 -5.14630  0.406
Pb: -4.14570 0.37457 0.67051  0.853
C: -0.33941 -1.45401 0.67229  -0.504
C: 0.44219 -0.67438 1.42212  -0.549
C: 1.48284 0.25461 0.88338  0.570
C: 1.03375 1.70978 0.60791  -0.940
C: -0.15666 1.91458 -0.25273  -0.489
C: -0.64521 1.10793 -1.19800  -0.649
C: -0.08207 -0.21049 -1.61487  1.457
C: -0.46926 -1.47694 -0.81729  -0.886
C: -4.02510 2.57872 0.88913  -1.388
H: -0.95473 -2.20893 1.17693  0.546
H: 0.36897 -0.75730 2.52182  0.445
H: 1.91898 -0.17315 -0.02926  -1.115
H: 2.31249 0.30659 1.60582  0.594
H: 0.81883 2.19926 1.56469  0.407
H: 1.91763 2.22551 0.19914  0.366
H: -0.64259 2.88198 -0.11501  0.515
H: -1.51413 1.45264 -1.78071  0.525
H: 1.01688 -0.15767 -1.66711  -1.961
H: -0.40018 -0.39693 -2.65060  0.733
H: -1.51530 -1.74645 -1.03999  0.448
H: 0.14405 -2.29260 -1.24473  0.269
H: -5.09121 2.86262 1.02011  0.426
H: -3.62706 3.03989 -0.02468  0.406
H: -3.45095 2.90765 1.76053  0.339
O: -3.34580 1.51744 3.97321  -0.497
B: -3.37104 0.46949 2.98582  0.579
O: -4.27918 -0.55187 3.49679  -0.540
C: -5.06172 0.09792 4.41156  0.751
C: -6.35595 -0.22984 4.74422  -0.833
C: -7.16074 0.81486 5.20380  -0.401
C: -6.60587 2.04978 5.51107  -0.375
C: -5.24774 2.31218 5.34653  -0.782
C: -4.49744 1.34772 4.70442  0.701
H: -6.70924 -1.23695 4.58517  0.481
H: -8.23049 0.62940 5.34433  0.407
H: -7.25293 2.84067 5.92078  0.391
H: -4.78106 3.24944 5.65716  0.462

Force components x, y, z for each atom (eV/Å):
P 2.63 -0.77 -1.78
P 2.50 -0.59 -1.28
C -0.20 -0.29 0.72
C -0.55 0.36 -0.12
H -0.29 -0.29 -0.30
H -0.05 0.22 0.49
H 0.27 0.31 0.31
H -0.53 -0.03 -0.21
C -0.54 0.45 0.58
H 0.24 0.10 -0.09
H -0.06 -0.25 0.03
H -0.31 0.19 0.13
C -0.92 -0.13 0.28
H -0.21 0.15 0.03
H 0.11 -0.01 0.20
H 0.12 -0.20 -0.16
C -0.66 0.65 0.72
H 0.26 0.13 -0.08
H -0.14 -0.09 0.15
H -0.10 0.02 -0.19
C -1.05 -0.10 0.30
H 0.07 0.26 -0.03
H -0.25 0.00 0.27
H 0.13 -0.21 -0.15
Pb 0.60 -0.32 -0.72
C -0.08 -0.18 0.56
C -0.27 -0.29 0.38
C 0.44 0.37 -0.03
C 0.55 -0.40 0.62
C -0.45 0.24 -0.60
C -0.53 0.26 0.13
C 0.16 -0.48 -0.44
C 0.02 0.04 -0.48
C -0.47 0.55 0.07
H 0.08 0.38 -0.05
H 0.07 -0.02 -0.65
H -0.10 0.11 0.30
H -0.23 0.00 -0.17
H 0.16 -0.04 -0.04
H -0.32 0.14 0.02
H -0.01 -0.18 -0.04
H 0.32 -0.06 0.34
H -0.57 0.06 0.12
H 0.05 0.00 0.14
H 0.29 0.07 -0.10
H -0.29 0.03 0.20
H 0.56 0.22 -0.12
H -0.25 -0.07 0.20
H -0.17 -0.03 -0.29
O -0.12 -0.78 -0.82
B -1.06 -0.26 3.02
O 0.51 0.74 -0.20
C 0.70 -0.02 -0.73
C -0.94 0.22 0.14
C -0.15 -1.82 -0.14
C 0.57 1.38 0.67
C -0.02 0.80 0.33
C 0.17 -0.10 -0.86
H -0.26 0.04 -0.20
H 0.47 0.13 0.08
H 0.42 -0.46 -0.20
H -0.35 -0.18 -0.28

---

Entry 2:
The following is a DFT calculation (ωB97M-V with the def2-TZVPD basis set) of the molecule C5H12N2.

Its HOMO energy is -8.92 eV. For the orbital gap, the calculation gives 0.369 Eh. The value obtained for the energy above the lowest of the compared OMol25 structures with the same formula, charge and spin is 34.14 kcal per mole. The total energy is -8358.6556 eV.

Last column: Mulliken charge in e.
Geometry (Å):
C: -2.80371 -1.01190 0.48788  -1.209
C: -1.73094 -0.85958 -0.57356  -0.177
C: -1.27275 0.60202 -0.78974  -1.129
C: -0.07783 1.01828 0.14440  -0.451
N: 1.07745 0.29057 -0.29685  -0.303
C: 2.16053 0.17533 0.66672  0.042
N: 3.36116 -0.03626 0.42426  -0.612
H: -3.77778 -1.30988 0.13684  0.331
H: -2.58488 -1.88979 1.07140  0.304
H: -2.92375 -0.12552 1.11521  0.333
H: -2.09715 -1.23435 -1.58126  0.294
H: -0.84999 -1.48338 -0.47572  0.310
H: -2.10293 1.26016 -0.50442  0.387
H: -0.93044 0.80162 -1.81324  0.385
H: 0.06111 2.09771 0.04518  0.306
H: -0.37849 0.80948 1.16832  0.354
H: 0.93412 -0.37362 -1.03123  0.263
H: 1.90518 0.37383 1.70932  0.355
H: 3.86169 -0.18952 -0.43425  0.220

Force components x, y, z for each atom (eV/Å):
C 0.23 -0.66 0.34
C -0.27 0.45 -2.63
C 0.50 0.35 1.18
C -1.61 -0.49 -1.38
N 1.53 0.50 2.44
C -1.22 0.10 -2.63
N 1.63 -0.40 1.49
H -0.45 0.47 -0.75
H 0.40 -0.08 0.88
H 0.16 -0.20 0.07
H -0.01 0.48 1.08
H 0.14 -0.21 0.79
H 0.05 0.00 -0.55
H -0.37 -0.04 0.11
H 0.10 0.02 0.07
H 0.21 -0.16 0.37
H 0.42 -0.24 -0.06
H -0.47 0.07 -0.15
H -0.97 0.05 -0.66